[1]
Below is a 5-piece molecular cluster, C11H32O5 overall in a non-equilibrium geometry, with properties calculated with ωB97M-V with the def2-TZVPD basis set.

Geometry as XYZ:
```
48
Properties=species:S:1:pos:R:3:forces:R:3
C 3.594061 1.909674 1.406381 0.8 0.9 -0.2
C 3.560638 2.809938 0.156870 -0.8 -1.9 0.4
O 4.780883 3.498601 0.095558 0.2 0.5 0.2
H 3.925104 2.562078 2.218759 -0.2 -0.2 0.2
H 4.384949 1.169996 1.278277 -0.2 -0.2 0.0
H 2.646673 1.442657 1.656923 -0.1 0.0 -0.2
H 2.639600 3.403252 0.213331 0.4 0.6 -0.1
H 3.437207 2.143683 -0.704190 0.1 0.2 -0.1
H 5.002003 3.738663 -0.805841 -0.2 0.0 -0.1
C -0.870768 2.789148 2.032045 0.0 -0.3 0.2
C 0.067940 3.964158 1.943120 0.3 0.3 -1.0
O 0.967375 3.948628 3.037648 -0.2 -0.1 0.2
H -0.300358 1.859164 1.985396 0.0 0.0 0.2
H -1.576532 2.734566 1.202006 0.0 0.3 0.0
H -1.433294 2.828343 2.966177 0.0 -0.1 0.0
H -0.468476 4.917221 1.856811 -0.1 0.0 0.4
H 0.635956 3.899234 1.004861 0.0 -0.1 0.0
H 1.673556 4.577222 2.867065 0.0 0.0 0.0
C 0.253276 -4.736858 -2.878072 -1.2 0.0 -0.3
C -0.351384 -5.716599 -1.875584 0.8 0.2 0.5
O -0.439115 -5.125035 -0.567762 -0.1 -0.2 -0.2
H 0.076905 -5.100101 -3.896571 0.4 -0.2 0.1
H 1.303126 -4.522615 -2.702123 0.1 -0.1 0.0
H -0.317261 -3.805195 -2.850191 0.2 0.1 0.3
H 0.282813 -6.609563 -1.811391 -0.2 0.0 -0.1
H -1.358726 -6.043432 -2.134346 0.0 0.2 -0.2
H 0.381944 -5.300802 -0.102449 0.0 0.1 0.0
C 1.179877 0.688302 -2.343061 -0.3 0.7 1.0
C 0.909538 -0.433731 -1.345337 -0.3 -0.5 -0.2
O 0.531926 -0.038915 -0.046980 0.5 0.6 0.5
H 0.354797 1.396861 -2.470411 -0.4 -0.5 -0.2
H 1.490908 0.256709 -3.290142 0.1 0.2 -0.1
H 1.927811 1.355369 -1.905847 0.4 -0.3 -0.3
H 1.843891 -0.990515 -1.230900 0.0 0.0 0.0
H 0.169531 -1.150943 -1.716971 0.0 0.1 -0.2
H -0.423206 0.003857 0.070515 -0.2 0.0 -0.6
C -2.458038 -1.121433 1.665339 -0.3 -0.2 0.0
C -3.187806 -0.970780 0.328094 0.4 0.0 0.3
C -4.581119 -0.389085 0.507724 -0.3 -0.1 0.1
O -2.371787 -0.167120 -0.541006 0.0 0.1 0.1
H -3.108385 -1.634139 2.379945 0.0 0.0 0.0
H -2.190031 -0.151051 2.085304 -0.1 0.1 -0.1
H -1.557246 -1.727913 1.576449 0.1 0.1 -0.2
H -3.235068 -1.964590 -0.125224 -0.2 0.1 -0.1
H -4.622682 0.357507 1.303136 0.2 0.0 0.0
H -5.276353 -1.187134 0.775513 0.0 0.0 0.1
H -4.992028 0.071821 -0.394034 0.2 -0.1 -0.1
H -2.902633 0.560883 -0.874836 0.0 0.0 0.0
```
Forces are in eV/Å.

HOMO energy, eV: -9.8
Lowest unoccupied orbital energy, eV: 0.69
F_max, eV Å⁻¹: 2.1
SMILES string: CC(C)O.CCO.CCO.CCO.CCO
Orbital gap, eV: 10.531



[2]
Below is C11H35CuN2O10 as an isolated structure in a non-equilibrium geometry, with properties calculated with ωB97M-V with the def2-TZVPD basis set.

Geometry as XYZ:
```
59
Properties=species:S:1:pos:R:3:forces:R:3
Cu 18.954331 -15.489062 8.280274 0.5 1.9 0.7
N 17.036154 -14.427441 10.814102 0.6 -0.9 0.8
O 16.009977 -15.096422 10.615178 -0.2 0.4 -0.4
O 17.984089 -14.491302 9.989375 0.3 0.1 -0.8
O 17.224154 -13.799143 11.848651 -0.6 0.1 -0.1
C 17.864764 -12.701669 6.888088 0.0 0.6 0.0
O 18.796660 -13.414579 7.701621 0.1 -0.4 -0.5
C 19.679255 -12.589988 8.444711 0.5 0.1 0.2
C 20.629088 -13.512825 9.183283 0.6 0.5 0.2
N 20.963431 -14.703106 8.357259 -1.5 -0.3 0.2
C 21.863612 -15.639357 9.040929 0.0 0.3 0.7
C 21.213339 -16.199064 10.301584 0.3 0.1 0.1
O 19.839918 -16.482385 10.079753 -0.4 0.0 -1.3
C 19.173110 -16.918901 11.257200 0.0 -1.7 0.9
H 18.382600 -11.943516 6.293699 0.2 -0.2 -0.1
H 17.142981 -12.154817 7.498558 -0.2 -0.4 0.1
H 17.385267 -13.412938 6.227112 -0.1 0.0 0.0
H 19.152060 -11.936529 9.141251 -0.2 -0.2 0.1
H 20.266856 -11.928287 7.797086 -0.3 -0.2 -0.4
H 20.224011 -13.829063 10.139101 -0.1 0.0 -0.1
H 21.547151 -12.943547 9.366859 0.0 -0.1 0.2
H 21.381153 -14.371796 7.490965 -0.2 -0.3 -0.2
H 22.719604 -15.058427 9.401938 0.3 -0.3 -0.3
H 22.185076 -16.421714 8.358782 -0.1 0.0 -0.1
H 21.294886 -15.480829 11.120757 -0.1 0.0 0.0
H 21.767164 -17.090359 10.604891 -0.2 -0.1 0.0
H 19.245748 -16.219460 12.087396 -0.1 0.3 -0.2
H 19.619567 -17.875417 11.572096 0.4 0.4 0.1
H 18.148403 -17.263346 11.107531 -0.1 0.8 -0.5
C 13.241919 -14.078830 8.375032 0.8 -1.0 0.4
O 14.304518 -13.332826 8.959531 -0.3 0.6 -0.4
H 13.418520 -14.223004 7.305063 -0.2 0.1 -0.1
H 13.250072 -15.069085 8.850604 -0.3 0.0 -0.2
H 12.256672 -13.654573 8.546191 0.2 0.4 0.0
H 14.924357 -13.939873 9.369928 -0.1 -0.2 0.2
C 18.574472 -10.624909 11.594270 -0.5 -1.3 -0.9
O 19.143640 -11.752352 12.250102 0.3 0.1 -0.1
H 19.310209 -10.220518 10.896695 0.2 0.5 0.5
H 17.782111 -10.990055 10.917421 -0.2 0.2 0.3
H 18.131936 -9.913554 12.286331 0.3 0.3 0.0
H 18.458009 -12.429142 12.329303 0.1 0.1 0.0
C 14.836277 -18.206848 12.073391 -0.9 0.9 -0.2
O 15.803242 -17.214175 12.396019 0.6 -0.6 0.0
H 14.379538 -17.918547 11.119637 -0.1 -0.4 -0.1
H 15.190314 -19.235734 12.025017 0.5 0.1 0.0
H 14.024538 -18.172240 12.804441 0.1 -0.1 0.1
H 15.833873 -16.567641 11.677749 -0.2 0.0 0.3
C 13.766361 -14.104239 13.118349 -0.8 0.0 0.2
O 14.949037 -13.558388 13.653091 0.0 0.0 0.0
H 13.464074 -13.598670 12.194343 0.2 -0.3 -0.2
H 13.810777 -15.193105 13.012292 0.2 0.0 -0.4
H 12.920340 -13.942663 13.794014 0.4 0.2 0.3
H 15.642736 -13.685817 12.991765 -0.1 0.0 0.2
C 16.316866 -16.874418 7.895899 -0.9 0.2 -0.1
O 17.048879 -15.769223 7.300569 0.8 -0.7 0.7
H 15.273184 -16.568627 7.983219 0.0 0.0 0.1
H 16.352697 -17.768514 7.276624 0.3 0.0 0.0
H 16.686046 -17.038003 8.904708 0.2 0.0 -0.1
H 16.691317 -15.594768 6.424267 0.2 0.1 -0.1
```
Forces are in eV/Å.

<S²>: 0.753
HOMO energy (alpha / beta), eV: -11.2 / -11.2
Lowest unoccupied orbital energy (alpha / beta), eV: -3.97 / -7.07
F_max, eV Å⁻¹: 2.1
Multiplicity: 2
Total charge: +1
Orbital gap (alpha / beta), eV: 7.265 / 4.158



[3]
Below is a 7-piece molecular cluster, C11H36O11 overall in a non-equilibrium geometry, with properties calculated with ωB97M-V with the def2-TZVPD basis set.

Geometry as XYZ:
```
58
Properties=species:S:1:pos:R:3:forces:R:3
C -3.097505 1.503532 0.094343 1.1 -0.8 -0.6
C -2.877447 2.166459 1.431086 -0.5 -0.4 0.4
O -2.784240 3.560283 1.315270 1.2 0.4 0.0
O -2.825130 0.093015 0.281742 0.4 1.0 1.8
H -2.423867 1.895266 -0.690080 -0.1 0.0 0.5
H -4.100841 1.632919 -0.240642 -0.9 0.1 -0.3
H -1.920771 1.782573 1.825408 -0.5 -0.2 0.2
H -3.757278 1.930568 2.083920 0.9 0.0 -0.2
H -1.805284 3.697978 1.276011 -0.9 0.2 -0.1
H -2.963018 -0.389134 -0.508527 -0.4 -0.6 -1.6
C 2.299499 0.373887 1.105944 -1.2 0.6 -1.0
C 2.949980 -0.334577 2.269607 0.5 -1.0 -1.1
O 2.291351 -1.534995 2.671221 -0.2 -0.3 0.0
O 0.918457 0.706783 1.332696 1.0 1.2 -0.4
H 2.276846 -0.161597 0.141899 0.6 -0.4 0.5
H 2.778694 1.348813 0.871445 0.1 -0.6 0.5
H 3.070714 0.341799 3.109562 0.2 0.0 0.1
H 3.898262 -0.774479 1.889340 -0.1 1.0 0.5
H 1.332946 -1.485941 2.670612 -0.2 0.4 0.1
H 0.428022 0.047223 1.794931 -0.6 -1.1 0.7
C 0.585977 4.080903 -0.264260 1.7 0.3 2.3
C -0.260278 4.121625 -1.441991 -1.0 0.0 -1.8
O -0.108328 2.856183 -2.127146 0.3 0.4 1.0
O 0.145923 3.219973 0.786250 -1.1 2.0 -0.3
H 0.694180 5.065774 0.180891 -0.6 0.4 0.1
H 1.633803 3.864153 -0.449620 0.2 -0.4 -0.7
H 0.025386 5.006412 -2.099162 -0.3 -1.1 0.7
H -1.315836 4.221536 -1.117573 0.4 0.2 -0.2
H -0.356046 2.953784 -3.031487 -0.3 0.1 -0.9
H 0.551269 2.377451 0.730832 0.5 -1.7 0.0
C -1.598325 -0.729436 -4.901142 0.0 -0.4 0.6
C -1.686638 -0.349731 -3.385658 -0.6 0.0 -1.8
O -2.571308 -1.202285 -2.672261 0.7 -0.4 0.1
O -0.723064 -1.881832 -5.085197 -1.7 0.0 0.7
H -1.196153 0.080176 -5.530155 -0.1 -0.2 0.4
H -2.621526 -0.975516 -5.242081 0.4 0.1 0.0
H -2.035242 0.669695 -3.299735 -0.3 0.4 0.0
H -0.682437 -0.365476 -3.026292 0.8 -0.2 0.6
H -1.999562 -1.812510 -2.150494 -0.4 0.5 -0.1
H -1.263301 -2.597518 -4.672335 0.9 0.5 -0.5
C 4.752536 -3.610568 1.283862 -1.0 -0.3 0.6
O 4.512029 -3.341972 2.685805 1.4 -0.2 -0.6
H 5.044671 -4.695933 1.264472 -0.4 1.0 -0.6
H 3.826064 -3.367783 0.681546 1.0 -0.6 0.5
H 5.576288 -2.997743 0.868872 -0.3 -0.2 0.5
H 3.649852 -2.989494 2.880060 -0.7 0.4 -0.5
C 0.476411 -2.284749 -0.714776 -0.4 0.9 0.6
O -0.931889 -1.978280 -0.719754 0.8 -0.2 0.3
H 1.010382 -1.461769 -1.169810 0.3 0.3 -0.2
H 0.828867 -2.370650 0.325042 0.0 -0.4 -0.4
H 0.676207 -3.142740 -1.323943 -0.1 -0.7 0.0
H -0.999430 -1.150270 -0.217672 -0.3 -0.1 -0.1
C -1.168490 -2.268605 3.235498 1.0 0.4 0.5
O -0.933941 -1.060956 2.527417 -0.9 1.7 -0.9
H -1.415657 -3.068091 2.570350 -0.3 -0.6 -0.5
H -0.191704 -2.506093 3.720989 -0.7 0.0 -0.3
H -1.900894 -2.177017 4.026437 -0.3 0.1 0.1
H -1.719186 -0.531024 2.148434 1.2 -1.8 0.9
```
Forces are in eV/Å.

HOMO energy, eV: -9.9
Lowest unoccupied orbital energy, eV: 0.54
F_max, eV Å⁻¹: 2.9
SMILES string: OCCO.OCCO.OCCO.OCCO.CO.CO.CO
Orbital gap, eV: 10.467